Computed, not measured: an isolated ion of composition C10H22N3 and charge +1 at a distorted geometry, with ωB97M-V/def2-TZVPD.

The geometry in XYZ format:
```
35
Properties=species:S:1:pos:R:3
C -0.70714 -0.14322 0.17474
C 2.24842 0.07292 -0.32137
C 1.68009 0.39052 -1.66403
C 2.53995 2.24086 0.85595
C -2.91160 -0.41541 1.25695
C -2.74567 -0.25851 -1.24907
C -2.27429 1.75339 0.16980
C 1.18302 -3.18748 0.37721
C 3.24782 1.01495 0.26629
C -2.15542 0.23032 0.08223
N 1.95479 -0.94080 0.39189
N -0.30199 -1.36103 -0.00388
N 0.96526 -1.81201 -0.01516
H 0.01258 0.60202 0.47325
H 1.24311 -0.49147 -2.13024
H 2.46510 0.77792 -2.30922
H 0.91314 1.16231 -1.59012
H 1.85411 1.94510 1.64716
H 1.99056 2.78599 0.09075
H 3.27816 2.91113 1.28507
H -3.95881 -0.13095 1.20858
H -2.51133 -0.07310 2.20781
H -2.85728 -1.50199 1.22706
H -2.76441 -1.34404 -1.32031
H -3.76922 0.09195 -1.33816
H -2.17952 0.13463 -2.08893
H -1.79698 2.12876 1.07154
H -3.31997 2.04640 0.19556
H -1.81341 2.22817 -0.69471
H 1.26200 -3.28471 1.46212
H 2.11623 -3.52356 -0.07215
H 0.37051 -3.81099 0.00820
H 3.79333 0.50013 1.05526
H 3.94936 1.34072 -0.50069
H -1.00051 -2.07892 -0.20939
```

**Kohn-Sham gap**: 8.8 eV
**E_tot**: -15189.009 eV
**Multiplicity**: 1
**Total charge**: +1
**SMILES**: CC/C(C)=N/N(C)/[NH+]=C/C(C)(C)C

Löwdin atomic charge list, values in e, 2 entries:
1. C 0.02
2. C -0.34

Computed, not measured: C18H16Cl5CoN2O8S as an isolated structure at a distorted geometry, with ωB97M-V/def2-TZVPD.

The geometry in XYZ format:
```
51
Properties=species:S:1:pos:R:3
Co -0.10192 -0.38218 0.26509
Cl -2.11654 -6.32294 -3.18787
C -1.24702 -5.02692 -2.45017
C -1.89811 -3.84374 -2.10439
Cl -3.58428 -3.66382 -2.40934
C -1.19032 -2.81453 -1.51804
Cl -1.93130 -1.31008 -1.10574
C 0.18542 -2.90253 -1.19798
O 0.82098 -1.95775 -0.61225
C 0.82138 -4.10177 -1.60374
Cl 2.51933 -4.21439 -1.32371
C 0.12269 -5.13898 -2.20270
Cl 0.94976 -6.58541 -2.64921
O -1.96005 2.17138 5.45254
C -1.66542 1.67060 4.39426
C -0.98509 2.36392 3.23778
O -0.61309 3.52712 3.20219
C -0.83699 1.33994 2.21697
C -1.30136 0.08908 2.66980
O -1.15455 -0.94584 1.93750
C -1.88788 0.22216 4.00711
O -2.43524 -0.62358 4.68672
O -0.31314 1.43386 1.04653
C 1.93588 -0.27344 2.84741
O 1.87348 -0.32907 1.43456
C 2.67868 0.63191 0.77427
C 2.55692 0.34189 -0.71195
O 1.25490 0.57332 -1.23522
C 0.97853 1.94726 -1.50529
H 2.95215 -0.49713 3.18923
H 1.24355 -1.02091 3.22769
H 1.64035 0.71166 3.22215
H 3.73042 0.52351 1.06554
H 2.33811 1.64204 1.03010
H 2.72727 -0.72344 -0.85010
H 3.29699 0.92167 -1.27345
H 1.74763 2.34476 -2.17684
H 0.92552 2.54290 -0.59707
H 0.00674 1.98436 -1.99153
S -2.93598 1.98356 -0.71761
C -2.78878 2.88609 -2.08217
N -2.96022 2.46414 -3.36300
C -3.00208 3.55145 -4.32717
C -2.66202 4.78369 -3.46081
N -2.44516 4.20017 -2.14565
H -3.31589 1.54494 -3.54669
H -3.98962 3.64311 -4.78423
H -2.27359 3.40463 -5.12654
H -3.48322 5.50379 -3.45201
H -1.76653 5.29678 -3.81364
H -2.41638 4.74316 -1.30084
```

**Kohn-Sham gap (alpha / beta)**: 6.3 / 6.3 eV
**E_tot**: -149361.847 eV
**Multiplicity**: 2
**Total charge**: -1

Löwdin atomic charge list, values in e, 2 entries:
1. Co 0.56
2. Cl 0.64

Computed, not measured: C31H23MnN11O3 as an isolated structure, with ωB97M-V/def2-TZVPD.

The geometry in XYZ format:
```
69
Properties=species:S:1:pos:R:3
Mn 0.16415 0.28717 -0.53372
N -0.30746 -3.77255 2.79630
C 0.01632 -2.46943 2.72228
N -0.60355 -1.57291 2.03621
C -1.69565 -1.96741 1.28929
N -2.34863 -1.17900 0.49766
N -1.72663 -0.00694 0.13796
C -2.53810 0.96844 -0.09171
C -1.95627 2.22047 -0.55718
C -2.71526 3.34409 -0.87266
C -2.05595 4.48594 -1.28999
C -0.66572 4.47692 -1.37295
C 0.01778 3.31682 -1.05160
N -0.61115 2.20564 -0.65845
C -2.19972 -3.34250 1.42404
C -3.36292 -3.78947 0.78927
C -3.74417 -5.10786 0.88675
C -2.96235 -6.01108 1.61255
C -1.81514 -5.59253 2.24815
C -1.44448 -4.25142 2.15628
H 0.30032 -4.40768 3.28612
H 0.88035 -2.17416 3.30986
H -3.60435 0.86755 0.07410
H -3.79185 3.30714 -0.79844
H -2.61647 5.37297 -1.55106
H -0.11464 5.35133 -1.68679
H 1.09708 3.25657 -1.11819
H -3.93661 -3.07850 0.21357
H -4.64066 -5.45019 0.39048
H -3.25450 -7.05029 1.67037
H -1.20184 -6.28664 2.80781
O 2.39711 -2.85771 0.43704
C 1.79303 -1.80474 0.27153
O 0.80014 -1.57547 -0.48813
C 2.21374 -0.62493 1.16658
C 3.29679 -0.80630 2.05443
C 3.61389 0.19434 2.91755
C 2.81569 1.36320 2.94934
C 3.05619 2.41792 3.86192
C 2.23544 3.50684 3.89742
C 1.12521 3.57715 3.02935
C 0.87907 2.58163 2.12747
C 1.73355 1.45788 2.04894
N 1.49201 0.47698 1.12223
H 3.83226 -1.74230 2.00028
H 4.45108 0.10631 3.59877
H 3.89886 2.33686 4.53659
H 2.42277 4.31057 4.59629
H 0.45589 4.42562 3.08893
H 0.01659 2.61291 1.48288
N 2.06790 0.01761 -2.73940
C 3.21253 0.30961 -3.36409
C 3.90653 1.18127 -2.54926
C 3.08179 1.34672 -1.43243
N 1.96469 0.63712 -1.55991
H 1.30450 -0.59600 -3.00230
H 3.44368 -0.11138 -4.32568
H 4.86747 1.62344 -2.73468
H 3.25007 1.92846 -0.54031
N -1.06031 1.70945 -3.81083
C -1.14693 0.39591 -3.45115
O -0.57423 0.00449 -2.39071
C -1.82112 -0.49324 -4.30787
C -2.41999 0.01520 -5.47939
N -2.86997 0.53325 -6.40807
C -1.94276 -1.85743 -3.95803
N -2.04967 -2.97008 -3.67863
H -0.70410 2.36922 -3.14503
H -1.60131 2.04912 -4.58798
```

**Kohn-Sham gap (alpha / beta)**: 6.4 / 6.4 eV
**E_tot**: -86375.716 eV
**Multiplicity**: 2

Löwdin atomic charge list, values in e, 2 entries:
1. Mn 0.62
2. N 0.13

In the order shown, the computed energy above the lowest of the compared OMol25 structures with the same formula, charge and spin values come out to 64.2, 21.4, 12.0 kcal/mol.